ORCA calculation (ωB97M-V/def2-TZVPD) on an isolated molecule of C4H10O2.

Calculated values
SMILES ... OCCCCO
Total charge ... 0
Frontier orbital gap ... 10.508 eV
LUMO energy ... 0.7227 eV

Element x y z (Å)
1 O 1.645 -1.387 0.599
2 C 0.248 -1.471 0.826
3 C -0.318 -0.077 1.146
4 C -1.047 0.650 0.010
5 C -0.090 1.183 -1.041
6 O 0.606 0.083 -1.623
7 H 1.723 -0.845 -0.202
8 H -0.266 -1.919 -0.039
9 H 0.116 -2.136 1.685
10 H 0.600 0.472 1.391
11 H -0.943 -0.083 2.048
12 H -1.602 1.508 0.412
13 H -1.789 0.001 -0.473
14 H 0.620 1.868 -0.553
15 H -0.627 1.749 -1.817
16 H 1.124 0.405 -2.370

These are the Löwdin partial charges, in e, on atoms 1 to 4: number 1, O, carries -0.09; number 2, C, carries -0.27; number 3, C, carries -0.18; number 4, C, carries -0.20

=====

ORCA calculation (ωB97M-V/def2-TZVPD) on an isolated molecule of C4H12N4.

Calculated values
SMILES ... [H]/N=C(/N)[C@](C)(N)CN
Total charge ... 0
Frontier orbital gap ... 9.685 eV
LUMO energy ... 0.8698 eV

Element x y z (Å)
1 C 1.084 -0.210 1.201
2 C 0.430 -0.049 -0.178
3 C -0.546 -1.185 -0.516
4 C -0.321 1.266 0.039
5 H 1.589 0.709 1.467
6 H 1.900 -0.896 1.180
7 H 0.242 -0.374 1.958
8 H 2.277 -0.607 -1.069
9 H 1.034 -0.541 -2.234
10 H -1.128 -0.845 -1.468
11 H 0.109 -2.002 -0.852
12 H -0.829 -1.994 1.279
13 H -2.370 -1.061 0.867
14 H 0.349 2.144 -1.721
15 H -1.073 2.875 -0.914
16 H -1.059 0.849 1.779
17 N 1.360 -0.045 -1.296
18 N -1.495 -1.650 0.535
19 N -0.480 2.082 -1.085
20 N -1.073 1.535 1.028

These are the Löwdin partial charges, in e, on atoms 1 to 4: number 1, C, carries -0.05; number 2, C, carries -0.57; number 3, C, carries -0.25; number 4, C, carries -0.47

=====

ORCA calculation (ωB97M-V/def2-TZVPD) on a structure of composition Br4Hf.

Calculated values
Total charge ... 0
Frontier orbital gap ... 7.643 eV
LUMO energy ... -2.8015 eV

Element x y z (Å)
1 Hf -0.530 -0.157 0.412
2 Br 0.072 0.214 -2.353
3 Br 2.129 0.503 0.978
4 Br -1.666 2.427 0.411
5 Br -0.005 -2.987 0.552

These are the Löwdin partial charges, in e, on atoms 1 to 4: number 1, Hf, carries 0.74; number 2, Br, carries -0.17; number 3, Br, carries -0.14; number 4, Br, carries -0.20

=====

ORCA calculation (ωB97M-V/def2-TZVPD) on a cluster of 13 separate species, C5H37N2O13 in total.

Calculated values
Total charge ... +1
Frontier orbital gap ... 9.960 eV
LUMO energy ... -2.2719 eV

Element x y z (Å)
1 O 2.689 -0.958 2.545
2 C 2.079 -0.052 1.964
3 N 2.663 1.163 2.077
4 C 2.387 2.502 1.448
5 C 0.885 -0.622 1.176
6 N 0.225 0.477 0.369
7 C 0.273 -3.056 0.457
8 C 1.287 -1.900 0.351
9 H 3.463 1.276 2.711
10 H 3.346 2.981 1.235
11 H 2.076 2.293 0.392
12 H 1.649 3.047 2.024
13 H 0.099 -1.093 1.785
14 H 0.559 0.496 -0.617
15 H 0.312 1.429 0.787
16 H -0.789 0.340 0.355
17 H 0.799 -4.010 0.528
18 H -0.362 -3.041 1.345
19 H -0.474 -3.207 -0.312
20 H 1.619 -1.584 -0.627
21 H 2.191 -2.288 0.964
22 H 3.533 -0.142 -3.005
23 H 2.784 -1.114 -2.416
24 O 2.997 -0.189 -2.193
25 H 0.051 -0.954 -3.165
26 H -0.205 -2.182 -2.457
27 O 0.256 -1.343 -2.304
28 H -3.067 2.729 -1.923
29 H -3.536 1.340 -1.447
30 O -2.746 1.895 -1.564
31 H 1.069 0.534 5.414
32 H 1.855 0.620 4.166
33 O 0.977 0.851 4.496
34 H 4.859 1.387 -0.088
35 H 3.787 0.625 -0.844
36 O 3.919 1.425 -0.305
37 H 0.329 1.832 2.690
38 H -0.850 2.697 2.829
39 O -0.538 1.974 2.268
40 H -2.102 0.844 -2.957
41 H -2.403 -0.616 -2.452
42 O -1.890 -0.098 -3.077
43 H -2.976 -0.876 1.722
44 H -3.406 -2.320 1.284
45 O -3.168 -1.445 0.957
46 H -2.422 -3.473 -3.477
47 H -2.219 -2.001 -4.100
48 O -1.950 -2.640 -3.436
49 H -3.147 1.418 1.227
50 H -3.086 1.239 2.891
51 O -2.797 0.981 2.016
52 H -5.260 -0.591 -1.248
53 H -3.847 -0.969 -0.614
54 O -4.338 -0.325 -1.158
55 H 1.390 1.083 -3.119
56 H 0.184 1.879 -3.042
57 O 0.986 1.729 -2.523

These are the Löwdin partial charges, in e, on atoms 1 to 4: number 1, O, carries 0.02; number 2, C, carries -0.45; number 3, N, carries 0.03; number 4, C, carries -0.06

=====

ORCA calculation (ωB97M-V/def2-TZVPD) on a cluster of 2 separate species, Br2IOP in total.

Calculated values
Total charge ... 0
Frontier orbital gap (alpha / beta) ... 6.371 / 5.969 eV
2S+1 ... 3
LUMO energy (alpha / beta) ... -1.1180 / -3.5148 eV

Element x y z (Å)
1 O 0.368 0.458 0.360
2 P 1.145 -0.293 -0.546
3 Br -3.013 1.325 -0.536
4 Br 0.475 -2.405 -0.350
5 I -3.929 -0.840 0.191

These are the Löwdin partial charges, in e, on atoms 1 to 4: number 1, O, carries -0.58; number 2, P, carries 0.42; number 3, Br, carries -0.22; number 4, Br, carries 0.14

=====

ORCA calculation (ωB97M-V/def2-TZVPD) on the ion C7H15N with charge -1.

Calculated values
Total charge ... -1
Frontier orbital gap (alpha / beta) ... 2.490 / 8.439 eV
2S+1 ... 2
LUMO energy (alpha / beta) ... 3.9814 / 3.8392 eV

Element x y z (Å)
1 C -0.960 1.203 2.116
2 C -1.407 0.700 0.769
3 N -0.502 0.283 -0.272
4 C 0.501 1.372 -0.590
5 C 1.780 0.565 -1.045
6 C 1.266 -0.811 -1.376
7 C 0.243 -0.997 -0.292
8 C -0.730 -2.162 -0.438
9 H -0.183 1.972 2.099
10 H -0.323 0.494 2.691
11 H -1.857 1.498 2.698
12 H -2.038 -0.202 0.910
13 H -2.150 1.342 0.236
14 H 0.875 1.945 0.259
15 H 0.041 1.905 -1.427
16 H 2.325 1.151 -1.774
17 H 2.481 0.563 -0.194
18 H 0.867 -0.745 -2.394
19 H 2.104 -1.508 -1.347
20 H 0.675 -1.034 0.716
21 H -0.352 -3.058 -0.945
22 H -1.668 -1.871 -0.932
23 H -0.988 -2.607 0.531

These are the Löwdin partial charges, in e, on atoms 1 to 4: number 1, C, carries -0.35; number 2, C, carries -0.33; number 3, N, carries -0.16; number 4, C, carries -0.20

=====

ORCA calculation (ωB97M-V/def2-TZVPD) on an isolated molecule of C22H19N3O5S.

Calculated values
SMILES ... NS(=O)(=O)c1ccccc1-c1ccc(NC(=O)[C@H]2CC(/C=C/c3ccco3)=NO2)cc1
Total charge ... 0
Frontier orbital gap ... 7.808 eV
LUMO energy ... -0.3006 eV

Element x y z (Å)
1 O -1.926 0.872 1.226
2 O 4.392 -4.798 2.038
3 O 2.368 -4.078 3.218
4 N -3.017 0.437 -3.164
5 O -6.322 4.195 -4.756
6 O -2.245 -0.229 -2.169
7 C -1.638 0.249 0.213
8 C -3.543 1.490 -2.637
9 C -6.990 4.829 -5.776
10 C -6.875 4.122 -6.941
11 C -6.101 2.970 -6.609
12 C -5.732 3.081 -5.271
13 C -4.453 2.416 -3.232
14 C -4.847 2.185 -4.536
15 C 6.277 -0.241 4.079
16 C 6.740 -1.495 4.420
17 C 2.845 -1.580 1.181
18 C 2.038 -0.047 2.816
19 C 5.010 -0.105 3.518
20 C 1.649 -1.433 0.450
21 C 0.847 0.125 2.078
22 C 5.970 -2.623 4.161
23 C 3.033 -0.973 2.391
24 C 4.232 -1.219 3.221
25 C 0.633 -0.550 0.858
26 C 4.695 -2.522 3.569
27 N -0.428 -0.380 -0.019
28 N 4.203 -5.110 4.398
29 C -3.038 1.706 -1.288
30 C -2.692 0.281 -0.884
31 S 3.811 -4.067 3.154
32 H -7.536 5.763 -5.755
33 H -7.245 4.396 -7.886
34 H -5.766 2.211 -7.279
35 H -4.796 3.306 -2.682
36 H -4.429 1.324 -5.052
37 H 6.848 0.659 4.388
38 H 7.675 -1.643 4.973
39 H 3.630 -2.246 0.878
40 H 2.139 0.423 3.775
41 H 4.641 0.888 3.272
42 H 1.478 -2.035 -0.412
43 H 0.087 0.827 2.498
44 H 6.350 -3.618 4.356
45 H -0.366 -0.804 -0.923
46 H 3.275 -5.406 4.707
47 H 4.696 -5.865 3.948
48 H -3.786 2.160 -0.620
49 H -2.192 2.394 -1.374
50 H -3.599 -0.239 -0.521

These are the Löwdin partial charges, in e, on atoms 1 to 4: number 1, O, carries 0.07; number 2, O, carries -0.32; number 3, O, carries -0.30; number 4, N, carries 0.14

=====

ORCA calculation (ωB97M-V/def2-TZVPD) on a cluster of 10 separate species, C26H47Cl18Si in total.

Calculated values
Total charge ... -1
Frontier orbital gap ... 2.871 eV
LUMO energy ... 1.3968 eV

Element x y z (Å)
1 C 7.529 -2.317 -0.398
2 C 6.341 -1.371 -0.815
3 C 6.359 -0.136 0.120
4 C 4.945 0.352 0.602
5 C 4.450 1.619 -0.115
6 C 4.099 1.467 -1.625
7 C 3.530 0.105 -2.080
8 C 2.315 0.208 -3.038
9 C 1.079 0.957 -2.480
10 Si 0.195 0.201 -0.993
11 C -1.166 1.442 -0.510
12 C 1.249 0.018 0.561
13 C -0.608 -1.486 -1.311
14 C -1.580 -1.934 -0.410
15 C -2.197 -3.157 -0.517
16 C -1.866 -3.995 -1.570
17 C -0.922 -3.589 -2.480
18 C -0.305 -2.355 -2.352
19 H 7.733 -2.974 -1.273
20 H 7.137 -2.985 0.400
21 H 6.492 -1.003 -1.846
22 H 5.376 -1.912 -0.792
23 H 6.904 -0.430 1.024
24 H 6.856 0.742 -0.319
25 H 4.222 -0.472 0.621
26 H 5.083 0.639 1.661
27 H 5.285 2.337 -0.062
28 H 3.623 2.120 0.415
29 H 3.439 2.307 -1.892
30 H 5.027 1.644 -2.187
31 H 3.271 -0.586 -1.272
32 H 4.322 -0.395 -2.651
33 H 2.101 -0.797 -3.421
34 H 2.671 0.791 -3.906
35 H 0.349 1.089 -3.298
36 H 1.385 1.974 -2.194
37 H -0.656 2.389 -0.272
38 H -1.636 1.112 0.423
39 H -1.885 1.611 -1.319
40 H 1.789 0.932 0.828
41 H 0.536 -0.174 1.384
42 H 1.906 -0.858 0.537
43 H -1.834 -1.296 0.449
44 H -2.926 -3.432 0.245
45 H -2.363 -4.961 -1.635
46 H -0.631 -4.249 -3.295
47 H 0.434 -2.074 -3.100
48 C -0.778 4.101 2.202
49 Cl -1.979 4.892 1.170
50 Cl 0.871 4.504 1.707
51 H -0.927 4.425 3.223
52 H -0.913 3.026 2.127
53 C -4.734 1.049 1.120
54 Cl -3.974 -0.463 0.625
55 Cl -3.747 1.888 2.324
56 H -4.843 1.687 0.249
57 H -5.707 0.836 1.549
58 C -5.808 -5.195 -1.740
59 Cl -5.556 -3.446 -1.677
60 Cl -4.556 -6.076 -0.853
61 H -6.770 -5.422 -1.295
62 H -5.790 -5.514 -2.776
63 C 9.931 0.126 -0.522
64 Cl 9.768 0.239 -2.281
65 Cl 9.109 1.471 0.287
66 H 9.469 -0.817 -0.184
67 H 10.986 0.157 -0.265
68 C -3.425 -0.875 -3.438
69 Cl -3.450 -0.709 -5.199
70 Cl -4.350 0.415 -2.650
71 H -3.861 -1.831 -3.170
72 H -2.399 -0.826 -3.094
73 C -3.199 6.973 -1.815
74 Cl -3.882 7.639 -3.305
75 Cl -4.386 6.955 -0.505
76 H -2.873 5.956 -2.003
77 H -2.357 7.585 -1.513
78 C -2.561 5.241 5.968
79 Cl -1.186 4.413 6.713
80 Cl -3.200 4.335 4.594
81 H -3.346 5.351 6.709
82 H -2.236 6.216 5.623
83 C -2.307 0.478 7.158
84 Cl -3.021 1.136 5.685
85 Cl -3.471 0.445 8.491
86 H -1.972 -0.535 6.963
87 H -1.466 1.100 7.445
88 C -8.600 -7.698 0.582
89 Cl -7.268 -6.759 1.265
90 Cl -8.757 -7.445 -1.163
91 H -8.413 -8.750 0.764
92 H -9.523 -7.395 1.061

These are the Löwdin partial charges, in e, on atoms 1 to 4: number 1, C, carries -0.25; number 2, C, carries -0.37; number 3, C, carries -0.27; number 4, C, carries -0.22

=====

One value per record, in order, for calculated total energy: -8404.6754; -10301.8144; -281479.3405; -35376.9046; -159520.4722; -8989.8101; -48661.6537; -261005.1943 eV.